[1]
{
  "formula": "C4H8N2O2",
  "method": "ωB97M-V/def2-TZVPD",
  "species": ["C", "C", "C", "C", "N", "O", "N", "O", "H", "H", "H", "H", "H", "H", "H", "H"],
  "xyz": [[-1.072, -0.736, 0.737], [-1.733, -0.779, -0.618], [1.261, 0.310, 0.191], [0.901, -1.039, 0.342], [2.536, 0.721, -0.103], [-0.198, 2.000, -0.292], [0.311, 1.118, 0.699], [1.203, -2.116, -0.058], [-0.611, 2.704, 0.225], [2.966, 0.288, -0.907], [2.741, 1.695, 0.059], [-1.550, -0.057, 1.432], [-1.014, -1.711, 1.217], [-2.788, -1.051, -0.517], [-1.684, 0.176, -1.143], [-1.269, -1.524, -1.265]],
  "homo_energy_ev": [-7.87, -7.94],
  "spin_multiplicity": 1,
  "fmax_ev_per_a": 3.350,
  "energy_ev": -11347.1406,
  "homo_lumo_gap_ev": [7.1, 7.5],
  "e_above_lowest_kj_mol": 672.7
}



[2]
{
  "formula": "C4H8N2O2",
  "method": "ωB97M-V/def2-TZVPD",
  "species": ["O", "C", "N", "C", "C", "N", "C", "O", "H", "H", "H", "H", "H", "H", "H", "H"],
  "xyz": [[-1.607, 0.315, 1.888], [-2.173, 0.671, 0.851], [-1.860, 0.185, -0.479], [-0.791, -0.891, -0.410], [0.496, -0.489, 0.307], [1.412, 0.246, -0.637], [2.545, 0.713, -0.106], [3.510, 1.020, -0.814], [-3.206, 1.074, 0.875], [-1.922, 0.808, -1.191], [-1.138, -1.872, -0.086], [-0.614, -1.148, -1.479], [1.021, -1.455, 0.766], [0.154, 0.209, 1.075], [1.531, -0.246, -1.575], [2.641, 0.858, 1.015]],
  "homo_energy_ev": -9.70,
  "spin_multiplicity": 1,
  "fmax_ev_per_a": 7.212,
  "energy_ev": -11351.8135,
  "homo_lumo_gap_ev": 10.4,
  "e_above_lowest_kj_mol": 221.8
}



[3]
{
  "formula": "C4H8N2O2S",
  "method": "ωB97M-V/def2-TZVPD",
  "species": ["C", "C", "N", "S", "C", "O", "N", "C", "O", "H", "H", "H", "H", "H", "H", "H", "H"],
  "xyz": [[0.851, 0.487, 1.343], [1.358, 0.214, -0.054], [0.391, 0.335, -1.057], [-0.243, -1.158, -1.639], [-1.769, -0.978, -0.731], [-0.476, -1.222, -3.051], [0.801, -2.184, -1.052], [1.928, -1.173, -0.192], [2.995, -1.610, 0.025], [0.308, -0.240, 1.883], [0.170, 1.380, 1.197], [1.724, 0.637, 2.102], [2.213, 0.742, -0.227], [0.583, 0.814, -1.882], [-1.540, -0.359, 0.128], [-2.496, -0.321, -1.355], [-2.347, -1.844, -0.364]],
  "homo_energy_ev": -9.53,
  "spin_multiplicity": 1,
  "fmax_ev_per_a": 4.663,
  "energy_ev": -22184.7740,
  "homo_lumo_gap_ev": 10.1,
  "e_above_lowest_kj_mol": 345.5
}



[4]
{
  "formula": "C4H8N2O2S",
  "method": "ωB97M-V/def2-TZVPD",
  "species": ["C", "C", "C", "C", "N", "N", "O", "O", "S", "H", "H", "H", "H", "H", "H", "H", "H"],
  "xyz": [[-0.776, -0.776, -2.823], [-0.699, -0.798, -1.469], [-1.431, -1.877, -3.556], [-0.283, -0.762, 1.702], [-0.714, -1.846, 1.522], [2.647, 3.953, 4.825], [-1.530, -1.926, -4.894], [-1.915, -2.756, -2.884], [-0.090, 0.434, -0.515], [-0.590, 0.131, -3.491], [-0.964, -1.767, -1.134], [-0.207, 0.019, 2.373], [-0.722, -2.452, 0.659], [-1.488, -1.069, -5.236], [3.407, 3.773, 4.173], [2.987, 4.631, 5.494], [2.369, 3.087, 5.254]],
  "homo_energy_ev": [-8.18, -8.18],
  "spin_multiplicity": 1,
  "fmax_ev_per_a": 4.194,
  "energy_ev": -22184.9407,
  "homo_lumo_gap_ev": [7.6, 7.6],
  "e_above_lowest_kj_mol": 329.4
}



[5]
{
  "formula": "C4H8N2O2S2",
  "method": "ωB97M-V/def2-TZVPD",
  "species": ["C", "C", "C", "C", "N", "N", "O", "O", "S", "S", "H", "H", "H", "H", "H", "H", "H", "H"],
  "xyz": [[1.064, 0.786, -0.491], [2.457, 0.321, -0.811], [0.197, -0.415, -0.535], [-2.328, -0.303, 1.024], [0.825, 1.996, -0.296], [2.440, -1.005, -1.310], [-1.927, -1.694, -1.243], [-2.194, 0.711, -1.409], [1.021, -1.748, -1.122], [-1.579, -0.428, -0.737], [2.820, 1.092, -1.538], [3.028, 0.196, 0.141], [0.742, -0.517, 1.889], [-1.812, -0.993, 1.725], [-2.248, 0.748, 1.280], [-3.388, -0.479, 1.125], [-0.091, 2.293, -0.269], [0.972, -0.563, 2.576]],
  "homo_energy_ev": [-9.23, -9.29],
  "spin_multiplicity": 1,
  "fmax_ev_per_a": 4.419,
  "energy_ev": -33018.5906,
  "homo_lumo_gap_ev": [7.5, 7.3],
  "e_above_lowest_kj_mol": 559.7
}



[6]
{
  "formula": "C4H8N2O3",
  "method": "ωB97M-V/def2-TZVPD",
  "species": ["C", "C", "N", "N", "C", "C", "O", "O", "O", "H", "H", "H", "H", "H", "H", "H", "H"],
  "xyz": [[-0.708, -1.353, 0.961], [-0.923, 0.479, -1.841], [0.238, -0.440, 0.346], [1.542, -0.269, 1.021], [0.714, 0.911, 0.791], [0.441, 0.147, -1.325], [0.214, 1.517, 1.905], [0.829, 1.621, -0.296], [1.377, -0.308, -1.899], [0.607, 1.093, 2.678], [2.256, -0.355, 0.291], [-1.656, -1.271, 0.429], [-0.334, -2.375, 0.896], [-0.863, -1.083, 2.007], [-1.559, 0.901, -1.067], [-0.803, 1.210, -2.640], [-1.371, -0.427, -2.255]],
  "homo_energy_ev": -9.73,
  "spin_multiplicity": 1,
  "fmax_ev_per_a": 0.481,
  "energy_ev": -13397.6496,
  "homo_lumo_gap_ev": 10.4,
  "e_above_lowest_kj_mol": 389.7
}



[7]
{
  "formula": "C4H8N2O3",
  "method": "ωB97M-V/def2-TZVPD",
  "species": ["C", "C", "N", "N", "C", "C", "O", "O", "O", "H", "H", "H", "H", "H", "H", "H", "H"],
  "xyz": [[0.868, 0.143, -1.413], [-0.241, -1.770, -0.402], [-0.007, -0.330, -0.341], [-1.403, 0.794, -0.338], [0.219, 0.511, 1.313], [-1.110, 1.413, 0.821], [1.370, 1.258, 1.232], [-0.017, -0.219, 2.272], [-1.567, 2.348, 1.430], [1.752, 1.242, 2.125], [-2.239, 0.220, -0.378], [1.028, 1.215, -1.313], [1.837, -0.362, -1.373], [0.398, -0.046, -2.381], [-0.781, -2.009, -1.322], [0.699, -2.334, -0.411], [-0.806, -2.075, 0.480]],
  "homo_energy_ev": -8.67,
  "spin_multiplicity": 1,
  "fmax_ev_per_a": 4.234,
  "energy_ev": -13397.1716,
  "homo_lumo_gap_ev": 8.6,
  "e_above_lowest_kj_mol": 435.8
}



[8]
{
  "formula": "C4H8N2O3",
  "method": "ωB97M-V/def2-TZVPD",
  "species": ["H", "N", "C", "O", "C", "C", "N", "C", "O", "O", "H", "H", "H", "H", "H", "H", "H"],
  "xyz": [[-4.110, 1.123, -0.324], [-3.366, 0.487, -0.057], [-2.345, 1.117, 0.249], [-1.134, 0.560, 0.289], [-0.986, -0.789, 0.001], [0.495, -1.079, 0.249], [1.379, -0.202, -0.458], [2.597, 0.240, 0.083], [3.040, -0.255, 1.123], [3.214, 1.017, -0.771], [-2.317, 2.157, 0.584], [-1.208, -0.941, -1.057], [-1.700, -1.370, 0.804], [0.839, -1.100, 1.287], [0.416, -2.146, -0.262], [1.134, -0.015, -1.489], [4.052, 1.198, -0.251]],
  "homo_energy_ev": -9.55,
  "spin_multiplicity": 1,
  "fmax_ev_per_a": 4.908,
  "energy_ev": -13399.5872,
  "homo_lumo_gap_ev": 10.2,
  "e_above_lowest_kj_mol": 202.7
}



[9]
{
  "formula": "C4H8N2O5",
  "method": "ωB97M-V/def2-TZVPD",
  "species": ["C", "C", "C", "C", "N", "N", "O", "O", "O", "O", "O", "H", "H", "H", "H", "H", "H", "H", "H"],
  "xyz": [[-0.970, -1.024, 0.596], [2.222, -0.298, -0.232], [-1.130, 0.320, -0.138], [-0.031, 1.303, 0.193], [-0.774, -0.945, 1.912], [1.874, -1.083, -1.230], [-1.073, -2.053, -0.050], [3.196, -0.189, 0.458], [-1.117, 0.064, -1.522], [0.183, 2.315, -0.714], [-0.018, 1.736, 1.501], [-2.118, 0.732, 0.150], [-0.552, -0.051, 2.323], [-0.620, -1.793, 2.435], [0.962, -0.987, -1.650], [2.469, -1.844, -1.560], [-1.306, -0.892, -1.604], [-0.099, 2.000, -1.583], [0.501, 2.550, 1.527]],
  "homo_energy_ev": [-7.22, -7.52],
  "spin_multiplicity": 1,
  "fmax_ev_per_a": 1.972,
  "energy_ev": -17493.5459,
  "homo_lumo_gap_ev": [7.7, 8.0],
  "e_above_lowest_kj_mol": 188.1
}



[10]
{
  "formula": "C4H8N2OS",
  "method": "ωB97M-V/def2-TZVPD",
  "species": ["H", "N", "C", "N", "S", "C", "C", "C", "O", "H", "H", "H", "H", "H", "H", "H"],
  "xyz": [[-2.111, -1.058, -0.823], [-1.581, -1.717, -0.232], [-0.527, -1.119, 0.115], [0.429, -1.715, 0.934], [1.983, -0.930, 0.844], [1.436, 0.139, -0.519], [-0.082, 0.281, -0.282], [-0.430, 1.291, 0.816], [-0.757, 0.601, -1.486], [0.437, -2.722, 0.867], [1.607, -0.346, -1.482], [1.953, 1.089, -0.444], [-0.115, 2.302, 0.520], [-1.546, 1.318, 0.977], [0.074, 1.009, 1.779], [-0.770, 1.578, -1.584]],
  "homo_energy_ev": -8.35,
  "spin_multiplicity": 1,
  "fmax_ev_per_a": 1.159,
  "energy_ev": -20140.2246,
  "homo_lumo_gap_ev": 9.0,
  "e_above_lowest_kj_mol": 58.8
}



[11]
{
  "formula": "C4H8N2OS",
  "method": "ωB97M-V/def2-TZVPD",
  "species": ["C", "C", "C", "C", "N", "N", "O", "S", "H", "H", "H", "H", "H", "H", "H", "H"],
  "xyz": [[1.202, -0.189, -0.644], [-0.010, 0.077, -1.029], [1.365, -0.651, 2.870], [-2.135, 0.799, -2.519], [1.577, -0.554, 0.621], [0.856, -0.320, 1.606], [-0.390, -0.079, 1.467], [-0.363, 0.499, -2.672], [1.876, 0.122, -1.356], [-0.838, -0.065, -0.327], [1.439, -1.811, 2.874], [2.293, -0.226, 3.080], [0.494, -0.334, 3.560], [-2.391, 0.360, -1.639], [-2.579, 0.454, -3.408], [-2.395, 1.918, -2.484]],
  "homo_energy_ev": -8.03,
  "spin_multiplicity": 1,
  "fmax_ev_per_a": 4.836,
  "energy_ev": -20136.2926,
  "homo_lumo_gap_ev": 8.3,
  "e_above_lowest_kj_mol": 438.2
}



[12]
{
  "formula": "C4H8N2OS",
  "method": "ωB97M-V/def2-TZVPD",
  "species": ["C", "C", "C", "C", "H", "H", "H", "H", "H", "H", "H", "H", "N", "N", "O", "S"],
  "xyz": [[0.002, 1.522, 1.742], [-1.048, 0.794, 0.756], [0.322, -1.218, -0.194], [0.706, -0.557, -2.611], [1.006, 1.691, 1.324], [-0.545, 2.531, 1.355], [-0.127, 1.441, 3.130], [-1.327, 1.210, -0.184], [-1.954, 0.734, 1.379], [-0.848, -1.435, 1.408], [1.579, -2.417, -0.861], [1.145, -1.678, -2.695], [-0.757, -0.762, 0.543], [1.033, -2.329, 0.018], [0.348, -0.221, -1.372], [0.464, 0.693, -3.736]],
  "homo_energy_ev": -8.90,
  "spin_multiplicity": 1,
  "fmax_ev_per_a": 5.576,
  "energy_ev": -20136.3903,
  "homo_lumo_gap_ev": 8.9,
  "e_above_lowest_kj_mol": 428.8
}



[13]
{
  "formula": "C4H8N2OS",
  "method": "ωB97M-V/def2-TZVPD",
  "species": ["O", "C", "C", "N", "C", "N", "S", "C", "H", "H", "H", "H", "H", "H", "H", "H"],
  "xyz": [[-1.123, 2.008, 0.438], [-1.051, 0.620, 0.687], [-1.493, -0.367, -0.478], [-0.643, -0.593, -1.672], [0.597, -0.306, -1.394], [1.091, -0.047, -0.234], [2.808, -0.169, -0.010], [0.370, 0.132, 1.027], [-0.343, 1.896, -0.270], [-1.820, 0.318, 1.568], [-1.514, -1.442, 0.053], [-2.573, -0.322, -0.813], [1.219, -0.299, -2.226], [3.195, -1.449, 0.114], [0.802, 0.836, 1.644], [0.476, -0.816, 1.565]],
  "homo_energy_ev": -8.85,
  "spin_multiplicity": 1,
  "fmax_ev_per_a": 6.021,
  "energy_ev": -20137.8404,
  "homo_lumo_gap_ev": 9.2,
  "e_above_lowest_kj_mol": 288.9
}



[14]
{
  "formula": "C4H8N2OS",
  "method": "ωB97M-V/def2-TZVPD",
  "species": ["C", "N", "N", "C", "C", "C", "O", "S", "H", "H", "H", "H", "H", "H", "H", "H"],
  "xyz": [[-2.412, -1.171, 0.262], [-1.884, 0.163, -0.072], [-0.591, 0.045, -0.176], [0.175, 1.129, -0.158], [1.720, 1.064, -0.046], [2.475, -0.281, -0.300], [1.727, -1.261, -0.552], [4.059, -0.468, 0.231], [-2.143, -1.924, -0.510], [-3.511, -1.203, 0.193], [-2.077, -1.405, 1.243], [-2.140, 0.936, 0.474], [-0.433, 2.207, -0.206], [2.171, 1.480, 0.953], [2.167, 1.823, -0.823], [0.698, -1.134, -0.513]],
  "homo_energy_ev": -8.24,
  "spin_multiplicity": 1,
  "fmax_ev_per_a": 6.042,
  "energy_ev": -20137.7650,
  "homo_lumo_gap_ev": 8.9,
  "e_above_lowest_kj_mol": 296.1
}



[15]
{
  "formula": "C4H8N2P",
  "method": "ωB97M-V/def2-TZVPD",
  "species": ["C", "C", "C", "P", "N", "N", "C", "H", "H", "H", "H", "H", "H", "H", "H"],
  "xyz": [[-0.992, -1.588, 0.048], [0.169, -0.654, -0.024], [1.461, -1.225, -0.166], [2.636, 0.047, -0.426], [1.429, 1.181, -0.157], [0.224, 0.734, 0.096], [-0.872, 1.627, 0.194], [-1.852, -1.269, -0.537], [-1.273, -1.898, 0.982], [-0.671, -2.537, -0.422], [1.611, -2.308, 0.010], [1.606, 2.232, -0.020], [-1.729, 1.055, 0.531], [-1.165, 2.097, -0.769], [-0.582, 2.506, 0.658]],
  "homo_energy_ev": -14.32,
  "spin_multiplicity": 1,
  "fmax_ev_per_a": 4.007,
  "energy_ev": -16538.9295,
  "total_charge": 1,
  "homo_lumo_gap_ev": 9.7,
  "e_above_lowest_kj_mol": 69.2
}



[16]
{
  "formula": "C4H8N2S",
  "method": "ωB97M-V/def2-TZVPD",
  "species": ["C", "C", "N", "C", "C", "N", "S", "H", "H", "H", "H", "H", "H", "H", "H"],
  "xyz": [[-1.097, 1.729, -0.142], [-0.951, 0.377, -0.187], [0.225, -0.281, -0.289], [1.341, 0.497, -0.535], [0.436, -1.612, -0.158], [0.045, -2.443, 0.708], [-1.146, -2.103, 1.876], [-0.174, 2.399, -0.053], [-2.127, 2.154, -0.286], [-1.754, -0.280, -0.165], [1.157, 1.109, -1.432], [1.682, 1.122, 0.352], [2.222, -0.139, -0.810], [1.381, -1.853, -0.816], [-1.241, -0.676, 1.937]],
  "homo_energy_ev": -8.20,
  "spin_multiplicity": 1,
  "fmax_ev_per_a": 3.639,
  "energy_ev": -18090.7158,
  "homo_lumo_gap_ev": 9.0,
  "e_above_lowest_kj_mol": 292.0
}



[17]
{
  "formula": "C4H8N2S",
  "method": "ωB97M-V/def2-TZVPD",
  "species": ["C", "C", "C", "N", "C", "N", "S", "H", "H", "H", "H", "H", "H", "H", "H"],
  "xyz": [[0.231, 1.664, 0.230], [0.144, 0.315, -0.454], [1.409, -0.529, -0.276], [0.991, -1.923, 0.027], [-0.250, -1.853, 0.161], [-0.857, -0.563, 0.044], [-2.568, -0.443, -0.221], [0.993, 2.293, -0.233], [-0.703, 2.198, -0.007], [0.403, 1.745, 1.312], [-0.077, 0.452, -1.499], [1.975, -0.238, 0.603], [2.069, -0.430, -1.164], [-0.861, -2.713, 0.464], [-2.900, 0.026, 1.012]],
  "homo_energy_ev": -8.80,
  "spin_multiplicity": 1,
  "fmax_ev_per_a": 3.028,
  "energy_ev": -18092.2042,
  "homo_lumo_gap_ev": 9.5,
  "e_above_lowest_kj_mol": 148.4
}



[18]
{
  "formula": "C4H8N2S",
  "method": "ωB97M-V/def2-TZVPD",
  "species": ["C", "N", "C", "S", "N", "C", "C", "H", "H", "H", "H", "H", "H", "H", "H"],
  "xyz": [[-1.934, 1.923, -0.061], [-1.798, 0.935, 0.713], [-1.319, -0.223, 0.246], [-2.468, -1.445, 0.184], [-0.012, -0.383, -0.256], [1.012, 0.621, 0.072], [0.559, -1.670, -0.181], [-2.278, 2.914, 0.229], [-1.722, 1.749, -1.121], [1.462, 0.991, -0.839], [0.478, 1.554, 0.468], [1.636, 0.150, 0.826], [1.285, -1.739, 0.586], [-0.160, -2.497, -0.037], [1.225, -1.977, -1.138]],
  "homo_energy_ev": -8.14,
  "spin_multiplicity": 1,
  "fmax_ev_per_a": 4.619,
  "energy_ev": -18091.2219,
  "homo_lumo_gap_ev": 8.4,
  "e_above_lowest_kj_mol": 243.2
}



[19]
{
  "formula": "C4H8N2S2",
  "method": "ωB97M-V/def2-TZVPD",
  "species": ["N", "C", "C", "C", "S", "C", "N", "S", "H", "H", "H", "H", "H", "H", "H", "H"],
  "xyz": [[0.845, 1.874, -0.109], [0.994, 0.495, -0.517], [2.157, -0.315, -0.032], [0.820, -0.625, 0.477], [0.055, -2.184, -0.006], [-1.586, -1.489, -0.201], [-1.943, -0.300, 0.123], [-3.642, 0.059, -0.007], [1.408, 2.055, 0.736], [-0.154, 2.079, 0.092], [0.683, 0.255, -1.494], [2.635, -1.096, -0.704], [2.897, 0.190, 0.727], [0.574, -0.229, 1.437], [-2.230, -2.178, -0.668], [-3.513, 1.411, 0.145]],
  "homo_energy_ev": -8.52,
  "spin_multiplicity": 1,
  "fmax_ev_per_a": 3.176,
  "energy_ev": -28926.2963,
  "homo_lumo_gap_ev": 9.3,
  "e_above_lowest_kj_mol": 194.1
}



[20]
{
  "formula": "C4H8N2S2",
  "method": "ωB97M-V/def2-TZVPD",
  "species": ["H", "N", "C", "N", "C", "C", "S", "C", "S", "H", "H", "H", "H", "H", "H", "H"],
  "xyz": [[0.190, 2.465, -0.218], [1.100, 2.030, 0.007], [0.769, 0.794, -0.095], [-0.564, 0.425, -0.163], [-1.038, -0.963, -0.170], [-2.476, -0.895, 0.226], [1.862, -0.530, -0.185], [3.419, 0.259, 0.094], [4.807, -0.629, 0.014], [-1.322, 1.124, -0.182], [-1.075, -1.420, -1.098], [-0.541, -1.605, 0.522], [-3.029, -1.784, 0.287], [-2.923, -0.285, -0.557], [-2.563, -0.295, 1.155], [3.382, 1.309, 0.365]],
  "homo_energy_ev": -8.88,
  "spin_multiplicity": 1,
  "fmax_ev_per_a": 2.590,
  "energy_ev": -28927.0071,
  "homo_lumo_gap_ev": 8.4,
  "e_above_lowest_kj_mol": 125.5
}